(1)
ORCA calculation (ωB97M-V/def2-TZVPD) on a structure of composition C56H30Cl4LaN8Se in a non-equilibrium geometry.

Output
Highest occupied orbital energy (alpha / beta) = -9.2 / -9.2 eV
Net charge = +1
Largest force on an atom = 4.10 eV/Å
LUMO (alpha / beta) = -0.151 / -0.151 Eh
Kohn-Sham gap (alpha / beta) = 5.077 / 5.079 eV
Multiplicity = 1
Relative energy (zero: lowest compared OMol25 entry of this formula, charge and spin) = 130.26 kJ/mol
E = -6863.82305 hartree

Element x y z (Å)
La (0.3519, -0.4641, -0.3837)
Cl (0.0107, -4.8808, -8.4085)
C (-0.2639, -4.1947, -6.8519)
C (-0.8053, -2.9233, -6.7405)
C (-1.0203, -2.3761, -5.4913)
C (-0.7438, -3.0857, -4.3091)
C (-0.1152, -4.3335, -4.4659)
C (0.1058, -4.8889, -5.7106)
C (-0.9484, -2.4897, -2.9803)
C (-1.6197, -1.2374, -2.8349)
C (-2.7553, -0.7825, -3.6010)
C (-3.2206, 0.3474, -3.0066)
C (-2.3602, 0.6334, -1.8876)
C (-2.4902, 1.7356, -1.0225)
C (-3.6073, 2.6800, -1.3160)
C (-4.6941, 2.7422, -0.4455)
C (-5.7590, 3.5901, -0.6995)
C (-5.7382, 4.3911, -1.8314)
Cl (-7.0660, 5.4477, -2.1573)
C (-4.6627, 4.3502, -2.7045)
C (-3.6045, 3.4943, -2.4439)
C (-1.7185, 2.0257, 0.1265)
N (-0.7307, 1.2388, 0.6481)
C (-0.2659, 1.8354, 1.7874)
C (0.5789, 1.2288, 2.7398)
C (1.0968, 2.1023, 3.8245)
C (1.8766, 3.2085, 3.4883)
C (2.3917, 4.0490, 4.4603)
C (2.1070, 3.7994, 5.7942)
Cl (2.7213, 4.8543, 7.0147)
C (1.3165, 2.7178, 6.1517)
C (0.8159, 1.8777, 5.1704)
C (0.8477, -0.1571, 2.7853)
C (1.4153, -0.8982, 3.8822)
C (1.2354, -2.2201, 3.6094)
C (0.6093, -2.3093, 2.3170)
N (0.4250, -1.0464, 1.8332)
C (0.2325, -3.5113, 1.6682)
C (-0.1652, -3.6663, 0.3305)
C (-0.6710, -4.8755, -0.2585)
C (-0.9126, -4.6177, -1.5723)
C (-0.5969, -3.2317, -1.7998)
N (-0.1423, -2.6891, -0.6426)
C (0.2047, -4.7292, 2.5236)
C (-0.6717, -4.7831, 3.6066)
C (-0.7564, -5.9201, 4.3917)
C (0.0504, -7.0112, 4.1061)
Cl (-0.0608, -8.4369, 5.0748)
C (0.9445, -6.9678, 3.0473)
C (1.0136, -5.8310, 2.2589)
C (-0.9486, 3.0906, 1.9611)
C (-1.8551, 3.1981, 0.9535)
N (-1.4209, -0.3668, -1.8052)
H (-1.0392, -2.3564, -7.6311)
H (-1.3772, -1.3604, -5.4399)
H (0.2371, -4.8740, -3.6018)
H (0.5846, -5.8544, -5.7996)
H (-3.2187, -1.3190, -4.4120)
H (-4.0899, 0.9180, -3.2903)
H (-4.7075, 2.1103, 0.4338)
H (-6.6048, 3.6282, -0.0265)
H (-4.6551, 4.9873, -3.5784)
H (-2.7608, 3.4639, -3.1232)
H (2.0777, 3.4150, 2.4458)
H (3.0144, 4.8901, 4.1851)
H (1.0889, 2.5372, 7.1934)
H (0.1804, 1.0503, 5.4601)
H (1.8774, -0.4730, 4.7579)
H (1.5113, -3.0623, 4.2237)
H (-0.8590, -5.7981, 0.2655)
H (-1.3710, -5.2791, -2.2888)
H (-1.3040, -3.9315, 3.8252)
H (-1.4493, -5.9634, 5.2211)
H (1.5815, -7.8173, 2.8419)
H (1.7114, -5.7931, 1.4313)
H (-0.7950, 3.7715, 2.7832)
H (-2.5590, 3.9980, 0.7923)
Se (4.5608, 6.2759, -0.1551)
N (4.7565, 4.7207, 0.6382)
C (3.9573, 3.8712, 0.0402)
C (3.8363, 2.4776, 0.4115)
C (4.5873, 1.9163, 1.4481)
C (4.4151, 0.5873, 1.7549)
C (3.4790, -0.1429, 1.0315)
N (2.7415, 0.3742, 0.0564)
C (2.9169, 1.6707, -0.2730)
C (2.1100, 2.2222, -1.3743)
N (1.2561, 1.3948, -2.0109)
C (0.5506, 1.8667, -3.0299)
C (0.5931, 3.1941, -3.4433)
C (1.4426, 4.0565, -2.7911)
C (2.2371, 3.5668, -1.7510)
C (3.1689, 4.4111, -1.0335)
N (3.3538, 5.6829, -1.2864)
H (5.2799, 2.5455, 1.9916)
H (4.9841, 0.1155, 2.5432)
H (3.3207, -1.1937, 1.2523)
H (-0.0822, 1.1549, -3.5480)
H (-0.0255, 3.5307, -4.2632)
H (1.5261, 5.1006, -3.0618)

---

(2)
ORCA calculation (ωB97M-V/def2-TZVPD) on a structure of composition C56H37Cl3LaN6OS in a non-equilibrium geometry.

Output
Highest occupied orbital energy (alpha / beta) = -3.1 / -3.1 eV
Net charge = -1
Largest force on an atom = 2.67 eV/Å
LUMO (alpha / beta) = -0.031 / -0.031 Eh
Kohn-Sham gap (alpha / beta) = 2.294 / 2.287 eV
Multiplicity = 1
Relative energy (zero: lowest compared OMol25 entry of this formula, charge and spin) = 119.28 kJ/mol
E = -4370.42452 hartree

Element x y z (Å)
La (0.2760, -0.1414, -0.0431)
C (-2.5838, 7.0893, -2.6330)
C (-3.3667, 5.9949, -2.9760)
C (-2.9782, 4.7154, -2.6017)
C (-1.8026, 4.5193, -1.8856)
C (-1.0195, 5.6173, -1.5476)
C (-1.4103, 6.8978, -1.9169)
C (-1.3709, 3.1445, -1.4841)
C (-2.0242, 2.5923, -0.3574)
C (-3.1043, 3.1703, 0.3575)
C (-3.4850, 2.2485, 1.3170)
C (-2.6030, 1.1514, 1.1689)
N (-1.7417, 1.3550, 0.1783)
C (-2.5604, -0.1324, 1.9856)
C (-2.7152, -1.3789, 1.1274)
C (-3.5103, -2.5159, 1.3369)
C (-3.0197, -3.4908, 0.4767)
C (-1.9697, -2.8992, -0.2552)
C (-1.1895, -3.5206, -1.2774)
C (-1.2633, -5.0095, -1.3726)
C (-2.4119, -5.6762, -1.7862)
C (-2.4530, -7.0639, -1.8073)
C (-1.3455, -7.8003, -1.4106)
C (-0.1904, -7.1412, -1.0113)
C (-0.1459, -5.7540, -0.9966)
C (-0.3384, -2.9035, -2.1724)
N (0.0784, -1.5853, -2.1503)
C (0.9349, -1.4252, -3.1711)
C (1.6238, -0.1891, -3.4324)
C (3.0014, -0.1637, -3.9448)
C (3.7465, -1.3347, -4.1918)
C (5.0688, -1.2895, -4.5993)
C (5.7222, -0.0765, -4.7660)
C (5.0283, 1.0920, -4.4875)
C (3.7073, 1.0510, -4.0733)
C (0.9379, 1.0601, -3.1745)
C (0.9108, 2.1890, -4.0756)
C (0.0660, 3.1047, -3.5304)
C (-0.4161, 2.5496, -2.2956)
N (0.1436, 1.2907, -2.1186)
C (1.0087, -2.6484, -3.9503)
C (0.2334, -3.5638, -3.3204)
N (-1.7962, -1.6008, 0.1735)
C (-3.5919, -0.0221, 3.0997)
C (-3.2110, 0.4060, 4.3652)
C (-4.1577, 0.5852, 5.3660)
C (-5.5000, 0.3504, 5.1078)
C (-5.8904, -0.0519, 3.8372)
C (-4.9428, -0.2331, 2.8405)
H (-2.8885, 8.0877, -2.9216)
H (-4.2829, 6.1360, -3.5363)
H (-3.5853, 3.8576, -2.8650)
H (-0.1055, 5.4628, -0.9887)
H (-0.7941, 7.7461, -1.6431)
H (-3.5444, 4.1376, 0.1682)
H (-4.2824, 2.3430, 2.0368)
H (-4.3115, -2.6251, 2.0497)
H (-3.3826, -4.5012, 0.3745)
H (-3.2711, -5.1024, -2.1123)
H (-3.3532, -7.5688, -2.1360)
H (-1.3819, -8.8828, -1.4160)
H (0.6824, -7.7058, -0.7066)
H (0.7526, -5.2355, -0.6818)
H (3.3042, -2.3027, -4.0254)
H (5.6009, -2.2191, -4.7643)
H (6.7624, -0.0443, -5.0655)
H (5.5251, 2.0517, -4.5701)
H (3.2253, 1.9796, -3.8106)
H (1.4111, 2.2404, -5.0292)
H (-0.2319, 4.0535, -3.9494)
H (1.5115, -2.7668, -4.8958)
H (0.0248, -4.5765, -3.6286)
H (-2.1665, 0.6151, 4.5593)
H (-3.8425, 0.9178, 6.3477)
H (-6.2388, 0.4873, 5.8880)
H (-6.9380, -0.2183, 3.6180)
H (-5.2552, -0.5179, 1.8442)
S (4.3571, -2.9091, 1.3767)
C (3.9152, -3.4495, -0.1818)
C (2.8409, -2.7607, -0.6606)
C (2.3113, -1.7458, 0.2148)
C (3.0635, -1.7336, 1.3601)
C (2.8341, -0.8848, 2.5379)
C (3.6609, -0.9132, 3.6656)
C (3.3651, -0.1113, 4.7486)
C (2.2452, 0.7068, 4.7007)
C (1.4831, 0.6821, 3.5499)
N (1.7580, -0.0772, 2.4903)
H (4.4729, -4.2419, -0.6599)
H (2.4348, -2.9802, -1.6417)
H (4.5301, -1.5570, 3.6777)
H (4.0107, -0.1106, 5.6184)
H (1.9839, 1.3735, 5.5104)
H (0.6007, 1.3068, 3.4658)
Cl (0.9553, 5.8142, 1.6995)
C (0.8179, 4.2680, 2.4360)
Cl (2.7547, 4.1060, 3.7095)
Cl (-0.4474, 4.1112, 3.5874)
C (0.9584, 3.1602, 1.5562)
N (1.0269, 2.2770, 0.8296)
C (-0.9514, -1.4554, 3.2060)
O (-1.2147, -0.2161, 2.5333)
H (-1.8383, -1.8206, 3.7222)
H (-0.1634, -1.2636, 3.9299)
H (-0.6149, -2.2189, 2.4994)